ORCA calculation (the ωB97M-V functional and the def2-TZVPD basis) on a molecular structure, C11H23MnP2 in a non-equilibrium geometry.

Last column: Löwdin spin population.
Cartesian coordinates (Å):
C  3.5779  -0.3127  -0.9033  0.01
C  4.1305  0.3219  0.2640  0.00
C  3.5930  -0.3370  1.4058  0.00
C  2.9524  -1.5372  0.9649  0.00
C  2.8078  -1.4456  -0.4575  0.01
Mn  0.0646  0.9788  -1.9460  3.79
P  0.2319  -0.7890  -3.4948  0.01
H  3.6482  -0.0056  -1.9443  0.00
H  4.7416  1.2160  0.2873  0.00
H  3.6812  0.0048  2.4390  0.00
H  2.2459  -2.1141  -1.1049  0.00
H  2.5871  -2.3115  1.6303  0.00
H  0.7155  -2.1179  -3.2469  -0.01
H  1.0263  -0.4050  -4.6246  0.01
H  -1.0490  -1.0333  -4.1260  0.01
C  -2.0105  1.9108  -1.5270  0.04
C  -1.5541  1.7658  -0.0620  0.04
P  -0.5294  0.2648  0.1926  0.03
C  0.0210  0.2860  1.9086  0.01
C  -0.9820  0.8603  2.9183  0.00
C  -1.6913  -1.1377  -0.0766  -0.01
C  -2.9506  -1.0949  0.7844  0.00
H  -1.2707  1.9603  -2.3758  0.03
H  -2.4653  2.9005  -1.6340  0.00
H  -2.7941  1.1918  -1.7831  0.01
H  -0.9739  2.6453  0.2677  0.00
H  -2.4196  1.7018  0.6153  0.01
H  0.3068  -0.7456  2.1738  0.00
H  0.9543  0.8743  1.9145  0.00
H  -1.9510  0.3458  2.8939  0.00
H  -0.5823  0.7579  3.9345  0.00
H  -1.1532  1.9284  2.7414  0.00
H  -1.9441  -1.1680  -1.1519  0.00
H  -1.1033  -2.0479  0.1301  0.00
H  -3.4919  -0.1404  0.6974  0.00
H  -3.6341  -1.8868  0.4494  0.00
H  -2.7354  -1.2852  1.8454  0.00

Properties
Frontier orbital gap (spin up / spin down) = 4.83 / 4.67 eV
HOMO (spin up / spin down) = -0.1993 / -0.1994 hartree
Maximum force = 0.04996 hartree/bohr
Expectation value of S² = 6.043
M = 272.19 g mol⁻¹
LUMO (spin up / spin down) = -0.60 / -0.75 eV
2S+1 = 5

ORCA calculation (the ωB97M-V functional and the def2-TZVPD basis) on a gas-phase ion, C11H23N2O2 (charge +1) in a non-equilibrium geometry.

Last column: Löwdin charge in e.
Cartesian coordinates (Å):
C  -3.2200  -1.1035  -1.3349  0.01
N  -3.2747  -0.5305  0.0216  -0.39
C  -2.5167  -1.3982  0.9440  0.01
C  -4.6799  -0.4790  0.4664  0.00
C  -2.7250  0.8614  0.0340  -0.12
C  -1.3601  1.0058  -0.6346  -0.18
C  -0.6004  2.2476  -0.1550  -0.18
C  0.8771  2.1858  -0.5768  -0.18
C  1.8392  1.7906  0.5471  -0.19
C  1.5585  0.4345  1.2155  -0.12
C  1.5834  -0.7256  0.2590  -0.37
O  0.5705  -1.3432  -0.0321  0.04
C  2.8762  -1.0987  -0.3209  -0.06
N  3.9351  -0.5405  0.1069  0.02
O  5.1016  -0.9361  -0.4635  0.01
H  -3.7434  -2.0578  -1.3546  0.12
H  -3.6926  -0.4293  -2.0468  0.12
H  -2.1872  -1.2712  -1.6307  0.11
H  -2.5754  -1.0064  1.9575  0.12
H  -1.4691  -1.4654  0.6484  0.08
H  -2.9372  -2.4017  0.9336  0.12
H  -4.7479  -0.0147  1.4488  0.12
H  -5.2792  0.0986  -0.2354  0.12
H  -5.0916  -1.4850  0.5285  0.12
H  -3.4493  1.5131  -0.4593  0.14
H  -2.6532  1.1709  1.0793  0.14
H  -1.4731  1.0698  -1.7173  0.13
H  -0.7474  0.1368  -0.4132  0.07
H  -0.6607  2.3302  0.9315  0.11
H  -1.0694  3.1394  -0.5718  0.12
H  0.9872  1.4923  -1.4128  0.12
H  1.1907  3.1675  -0.9331  0.12
H  2.8514  1.7740  0.1441  0.10
H  1.8034  2.5540  1.3264  0.12
H  2.3371  0.2682  1.9601  0.12
H  0.5886  0.4555  1.7155  0.12
H  2.8766  -1.8686  -1.0910  0.14
H  5.8079  -0.4428  -0.0147  0.12

Properties
Energy above the lowest of the compared OMol25 structures with the same formula, charge and spin = 20.8 kcal per mole
Charge = +1
Frontier orbital gap = 10.20 eV
HOMO = -0.4734 hartree
Maximum force = 0.02591 hartree/bohr
SMILES = C[N+](C)(C)CCCCCCC(=O)/C=N/O
M = 215.32 g mol⁻¹
LUMO = -2.68 eV

ORCA calculation (the ωB97M-V functional and the def2-TZVPD basis) on 2 unconnected molecules or ions with the total composition C11H23N3O3S in a non-equilibrium geometry.

Last column: Löwdin charge in e.
Cartesian coordinates (Å):
C  4.4327  -1.0446  -2.2594  -0.05
N  3.4958  -1.3750  -1.1875  0.04
C  2.1673  -1.2491  -1.2677  -0.46
O  1.6167  -0.8490  -2.2910  0.04
C  1.2770  -1.6483  -0.0681  -0.26
C  0.9598  -0.4492  0.8383  -0.48
S  -0.4106  -0.8590  1.9652  0.74
N  1.7036  -2.7906  0.7644  0.09
C  2.8257  -2.9187  1.4744  -0.54
C  2.9448  -4.1700  2.3114  0.01
O  3.7316  -2.0972  1.4813  0.03
H  4.1055  -1.5015  -3.1952  0.08
H  4.4715  0.0377  -2.3930  0.09
H  5.4289  -1.4108  -2.0089  0.08
H  3.8762  -1.6588  -0.2902  0.09
H  0.3338  -1.9365  -0.5317  0.14
H  1.8456  -0.1783  1.4183  0.09
H  0.6836  0.4086  0.2222  0.07
H  -1.3784  -0.8744  1.0420  -0.14
H  1.0323  -3.5328  0.8680  0.14
H  2.1642  -4.1670  3.0698  0.09
H  2.8463  -5.0479  1.6764  0.08
H  3.9202  -4.1783  2.7965  0.09
C  -5.0379  2.2817  -2.2592  -0.12
C  -4.5848  2.2750  -0.7991  -0.28
C  -3.0596  2.3802  -0.7136  -0.22
C  -2.5886  2.4545  0.7379  -0.22
N  -1.1493  2.6422  0.7356  0.01
C  -0.3584  2.5522  1.8552  -0.38
O  0.8343  2.7490  1.6919  -0.01
H  -4.7372  3.2127  -2.7502  0.07
H  -6.1275  2.1962  -2.3150  0.07
H  -4.5957  1.4403  -2.8022  0.07
H  -5.0463  3.1185  -0.2751  0.11
H  -4.9212  1.3522  -0.3152  0.11
H  -2.7308  3.2798  -1.2450  0.12
H  -2.6024  1.5134  -1.2027  0.12
H  -3.0753  3.2928  1.2487  0.12
H  -2.8531  1.5304  1.2634  0.11
H  -0.6743  2.9107  -0.1229  0.15
H  -0.7658  2.3090  2.8318  0.13

Properties
Energy above the lowest of the compared OMol25 structures with the same formula, charge and spin = 2.6 kcal per mole
Frontier orbital gap = 9.73 eV
HOMO = -0.3424 hartree
Maximum force = 0.05428 hartree/bohr
SMILES = CNC(=O)[C@H](CS)NC(C)=O.CCCCNC=O
M = 277.39 g mol⁻¹
LUMO = 0.41 eV

ORCA calculation (the ωB97M-V functional and the def2-TZVPD basis) on a molecular structure, C11H23O3P2V in a non-equilibrium geometry.

Last column: Löwdin spin population.
Cartesian coordinates (Å):
C  -0.7715  -0.3563  -3.7361  0.01
C  -1.5485  0.7363  -3.2667  0.01
C  -0.6897  1.5872  -2.5074  0.06
C  0.6244  1.0205  -2.5215  0.05
C  0.5772  -0.1856  -3.2767  0.02
V  -0.7034  -0.3148  -1.7058  1.71
P  -0.3757  -2.8164  -1.8355  0.01
H  -1.1315  -1.1783  -4.3383  0.00
H  -2.6130  0.8719  -3.4221  0.00
H  -0.9766  2.4999  -1.9992  0.01
H  1.4206  -0.8283  -3.4987  0.00
H  1.5244  1.4699  -2.1269  0.01
H  0.8034  -3.4330  -2.3566  0.00
H  -1.3851  -3.4981  -2.5822  0.00
H  -0.4888  -3.4801  -0.5794  0.00
C  -3.5383  0.7810  1.9624  0.00
C  -2.4125  1.4627  1.2221  0.01
O  -1.1403  0.8231  1.5694  0.01
P  -0.0970  0.0015  0.6314  0.05
O  0.1614  -1.3938  1.4502  0.00
C  0.3040  -1.4429  2.9398  0.00
C  1.1858  -0.3784  3.5254  0.00
O  1.2743  0.8659  0.7218  0.01
C  2.4908  0.2190  0.1700  0.01
C  3.4769  1.3368  -0.0258  0.00
H  -3.9144  -0.0665  1.3874  0.00
H  -4.3819  1.4619  2.0690  0.00
H  -3.2382  0.4433  2.9570  0.00
H  -2.5692  1.4444  0.1287  0.01
H  -2.2963  2.4998  1.5405  0.00
H  -0.6980  -1.3738  3.3749  0.00
H  0.6936  -2.4463  3.1321  0.00
H  0.7649  0.6252  3.3610  0.00
H  1.2062  -0.5459  4.6089  0.00
H  2.2111  -0.4542  3.1378  0.00
H  2.8041  -0.5318  0.9055  0.00
H  2.2544  -0.2929  -0.7778  0.00
H  3.6794  1.8536  0.9173  0.00
H  4.4162  0.9400  -0.4164  0.00
H  3.0966  2.0734  -0.7396  0.00

Properties
Energy above the lowest of the compared OMol25 structures with the same formula, charge and spin = 0.0 kcal per mole
Frontier orbital gap (spin up / spin down) = 6.26 / 5.36 eV
HOMO (spin up / spin down) = -0.2181 / -0.1835 hartree
Maximum force = 0.10931 hartree/bohr
Expectation value of S² = 2.023
M = 316.19 g mol⁻¹
LUMO (spin up / spin down) = 0.33 / 0.37 eV
2S+1 = 3

ORCA calculation (the ωB97M-V functional and the def2-TZVPD basis) on a molecular structure, C11H24AlBNaO10P in a non-equilibrium geometry.

Last column: Löwdin charge in e.
Cartesian coordinates (Å):
C  3.3981  -2.6516  1.4511  -0.06
C  2.6346  -2.0952  0.1408  -0.27
O  1.6360  -1.1513  0.5770  -0.23
P  0.0889  -1.4348  0.0432  0.74
O  -0.0793  -2.3960  -1.1450  -0.31
C  -0.9821  -2.1244  1.4561  -0.18
C  -2.4831  -1.5618  1.4377  -0.16
B  -3.6038  -2.7028  1.5716  0.04
C  -3.4975  -4.0987  0.7564  -0.50
O  -3.2875  -5.2375  1.3359  -0.22
O  -3.6636  -4.0139  -0.6249  -0.18
O  -0.5182  0.0649  -0.4850  -0.21
C  -0.5399  1.0272  0.5964  -0.26
C  0.8205  1.8515  0.7920  -0.05
H  2.7941  -3.5123  1.8860  0.08
H  4.4271  -3.0143  1.1433  0.09
H  3.4355  -1.7906  2.1729  0.09
H  2.2604  -3.0071  -0.3970  0.10
H  3.4326  -1.5391  -0.4453  0.13
H  -1.0152  -3.2501  1.3232  0.06
H  -0.5386  -1.9229  2.4720  0.12
H  -2.5744  -0.8574  2.3289  0.12
H  -2.6979  -0.9226  0.5242  0.13
H  -4.5763  -2.5546  2.2455  0.09
H  -0.8276  0.6042  1.6034  0.11
H  -1.3441  1.7884  0.3307  0.14
H  1.5548  1.5279  -0.0106  0.05
H  0.5832  2.9609  0.7983  0.05
H  1.2210  1.5755  1.8155  0.10
C  -0.7238  7.0260  -0.1226  -0.11
C  -1.5242  5.9089  -0.7235  -0.12
O  -0.9321  4.7487  -0.1419  0.05
C  -0.3423  5.1379  1.0167  -0.54
O  0.1021  4.3804  1.8355  0.13
O  -0.3190  6.4847  1.1329  0.09
H  -1.3105  7.9335  0.0159  0.14
H  0.1678  7.2658  -0.7077  0.14
H  -2.5788  5.9481  -0.4388  0.14
H  -1.4521  5.8801  -1.8104  0.14
O  3.2248  1.9144  -1.2758  -0.05
H  3.1662  1.2115  -1.9323  0.03
H  4.0413  2.3764  -1.5010  0.05
Na  -1.9044  -4.9820  -1.4127  0.56
Al  -1.0847  -6.6311  1.2768  1.10
C  1.0908  -2.8771  -4.1922  -0.10
O  1.1299  -4.1237  -4.5438  0.23
H  0.8482  -2.1288  -4.9919  0.19
H  0.3312  -2.5906  -3.4104  0.19
H  2.0119  -2.4447  -3.7672  0.13

Properties
Charge = +2
Frontier orbital gap = 1.80 eV
HOMO = -0.5281 hartree
Maximum force = 0.11228 hartree/bohr
M = 408.06 g mol⁻¹
LUMO = -12.57 eV